DFT (ωB97M-V/def2-TZVPD) results for C26H40O5OsPS7Sb as an isolated structure.

## Properties
Calculated total energy ... -131984.9105 eV
E_HOMO (alpha / beta) ... -0.377 / -0.400 Ha
Orbital gap (alpha / beta) ... 6.2048 / 5.8885 eV

```
! RIJCOSX wB97M-V def2-TZVPD def2/J DEFGRID3
* xyz 1 6
H 6.5744 -1.9811 -2.7512
C -2.1845 5.6187 -0.8285
C 2.5449 2.1871 -0.4255
H 5.5911 -0.6133 -3.2942
H -1.9070 6.2766 1.1950
C -6.0235 0.3936 0.1890
H -2.5211 -0.4134 -1.2499
H 3.2571 1.5272 1.5131
C 4.0673 -2.8661 -3.3717
H -4.5350 -1.4926 -2.2056
Sb 1.2281 0.0863 -3.4946
H -4.3476 -2.4847 0.9969
H 0.2391 -2.0080 4.7598
H 3.1287 -3.3865 -3.1852
H -0.4027 -4.2845 0.4455
C -1.0378 -0.6281 3.6635
S 0.7923 -2.4618 2.4868
C -3.5828 -1.4360 2.7004
C -0.4211 -3.8152 2.5540
C -3.6584 0.7071 0.1852
S -2.2320 1.4670 0.9313
O 3.4258 -1.1553 -1.8505
C -3.5037 -0.1906 -0.8571
H -2.5593 2.4005 -1.8280
H 5.0656 -2.4887 -0.0854
S -2.5205 -1.5662 4.1615
H 1.4870 1.6625 1.3812
H -6.7675 -0.9831 -1.2753
O 2.4577 -1.1802 0.5103
S 0.6001 -2.7804 -1.4398
H -1.1486 -0.3523 2.6156
C 0.2638 -1.3947 3.8585
C -2.4117 3.2498 -1.1716
H 5.5017 -3.7622 -1.2270
Os 0.3450 -0.9194 0.1960
C 4.5272 -2.0975 -2.1486
C -4.9025 1.0036 0.7263
H -1.8163 -4.8760 1.3019
C -2.2510 3.0729 0.1981
H -1.0135 0.2835 4.2612
S -2.0344 -2.6159 0.5780
C -2.3686 4.5338 -1.6819
O 4.6443 0.1024 0.0406
H -1.1363 -3.5834 3.3393
C 4.7339 -3.0329 -0.9704
H -4.5993 -1.4216 3.0970
C -1.1212 -4.0385 1.2267
H -1.9473 3.9758 2.1244
H 3.8106 -3.5637 -0.7315
H 1.5003 3.1096 -2.0808
S -0.7727 1.0106 -3.4874
H 4.8215 -3.6094 -3.6285
C 1.4104 3.0093 -0.9990
H 6.1017 -0.7168 -1.6002
P 3.3521 -0.3767 -0.4530
H 3.9453 -2.2015 -4.2293
H 3.9314 3.7975 -0.5909
H 1.4406 4.0079 -0.5622
C -2.0416 5.4290 0.5378
C 2.4408 2.1112 1.0868
C 5.7777 -1.2948 -2.4630
H -4.9952 1.6993 1.5522
C -3.4971 -2.5623 1.6761
H -2.1543 6.6203 -1.2353
H -7.0012 0.6155 0.5937
H -3.4073 -0.4661 2.2381
S 0.3827 -2.3370 -3.3551
H 4.7174 2.2125 -0.4268
H -3.5471 -3.5319 2.1714
C -4.6370 -0.7959 -1.3849
H 2.4828 3.1197 1.4980
O 2.3713 0.8255 -0.9862
H 3.9691 2.6839 -1.9624
H 0.1226 -4.7195 2.8296
H -2.4842 4.6888 -2.7457
H 1.0953 -0.6953 3.9631
H 0.4480 2.5545 -0.7751
C -2.0687 4.1435 1.0618
O -1.0286 0.7529 0.3338
C 3.8825 2.7463 -0.8764
C -5.8893 -0.5052 -0.8640
*
```